Density functional theory data (the ωB97M-V functional and the def2-TZVPD basis) for a cluster of 13 separate species, C93H202N10O13 in total.

Last column: Mulliken charge in e.
Geometry (Å):
C  -26.3684  1.2308  5.3385  -1.5182
C  -26.5926  0.2063  6.4632  1.1753
C  -27.6009  0.6861  7.4621  -0.6160
O  -27.0356  -1.0466  5.9690  -0.3346
H  -27.2797  1.4011  4.7653  0.2884
H  -25.6692  0.7817  4.6331  0.5103
H  -26.0457  2.1258  5.8705  0.3775
H  -25.6668  -0.0064  6.9979  -0.4161
H  -27.6581  -0.0355  8.2770  -0.5489
H  -28.5708  0.9323  7.0298  0.2839
H  -27.2657  1.6215  7.9102  1.0115
H  -26.5597  -1.1646  5.1437  0.3069
C  -30.7527  -7.0094  2.8457  -1.7839
C  -29.6603  -7.1966  3.9500  1.8551
C  -30.1432  -6.4233  5.1784  0.3040
C  -31.1274  -7.1449  6.0419  1.5616
C  -30.5218  -8.5478  6.4223  -1.7001
C  -30.2170  -9.3935  5.2166  1.7039
N  -29.3683  -8.6002  4.2875  0.3970
O  -28.9438  -9.2952  3.1112  -0.5168
C  -29.4641  -10.5956  5.7325  -1.8905
C  -31.6017  -9.7725  4.5234  -1.6106
C  -28.3538  -6.5262  3.3660  -2.1320
H  -31.7438  -7.2616  3.2230  0.2043
H  -30.7235  -7.7096  2.0109  0.4303
H  -30.6902  -6.0222  2.3879  0.4473
H  -29.3149  -6.0364  5.7719  -0.8383
H  -30.6981  -5.5256  4.9057  -0.0618
H  -32.0746  -7.3016  5.5258  0.0890
H  -31.2504  -6.4365  6.8611  -1.0920
H  -31.3140  -8.9727  7.0387  0.6074
H  -29.6189  -8.4235  7.0202  0.3465
H  -29.4624  -11.3618  4.9571  0.4164
H  -28.4623  -10.2745  6.0179  0.4419
H  -30.0470  -10.8576  6.6155  0.3726
H  -32.4690  -9.1303  4.6766  0.1325
H  -31.4911  -9.9389  3.4519  0.3066
H  -31.9023  -10.7301  4.9485  0.5064
H  -28.4942  -5.4828  3.0840  0.3244
H  -27.9765  -7.0715  2.5009  0.5286
H  -27.6083  -6.5922  4.1584  0.5077
H  -27.9868  -9.2244  3.0842  0.3427
C  -38.9514  -4.3667  12.4694  -1.3686
C  -38.1767  -4.1879  13.8787  1.1047
C  -37.8875  -5.6794  14.3529  -1.1436
C  -36.8831  -5.7510  15.5418  -1.0622
C  -35.5571  -5.1493  15.1483  -0.8739
C  -35.6034  -3.7500  14.4791  2.1353
N  -36.8200  -3.5995  13.5839  0.5444
O  -36.9869  -2.3297  13.1683  -0.1594
C  -35.6150  -2.7164  15.6274  -2.1674
C  -34.4087  -3.6044  13.5396  -0.8102
C  -39.0070  -3.3676  14.9090  -1.5170
H  -39.9691  -4.7374  12.5921  0.4307
H  -38.3097  -4.8482  11.7316  0.0695
H  -39.1850  -3.4319  11.9600  0.3715
H  -38.8421  -6.0544  14.7220  0.4883
H  -37.6441  -6.3085  13.4967  0.1952
H  -36.7357  -6.7944  15.8204  0.5106
H  -37.3698  -5.3469  16.4294  0.3853
H  -34.9866  -5.7879  14.4739  0.6277
H  -35.0443  -5.0531  16.1054  0.0339
H  -36.5209  -2.7369  16.2333  0.4811
H  -34.7102  -2.8705  16.2153  0.1071
H  -35.4920  -1.6609  15.3849  0.4856
H  -33.5399  -3.8071  14.1657  -0.4255
H  -34.5303  -4.2860  12.6977  -0.0461
H  -34.4511  -2.5868  13.1511  0.6198
H  -38.6745  -3.6154  15.9170  0.3949
H  -40.0054  -3.8029  14.8672  0.4516
H  -38.9380  -2.2801  14.9357  0.2299
H  -37.2205  -1.9209  14.0050  0.2391
C  -31.3942  -5.2330  17.3811  -1.7574
C  -30.7991  -3.8075  17.1811  1.5893
C  -30.8510  -3.4633  15.6313  -1.3586
C  -30.5851  -1.9990  15.3340  -0.0392
C  -31.7810  -1.3264  16.0049  -0.8358
C  -31.8537  -1.4816  17.5612  1.7870
N  -31.7553  -2.9248  17.8957  0.7004
O  -31.7715  -3.1283  19.2867  -0.5735
C  -30.7922  -0.6003  18.2662  -1.9047
C  -33.2071  -0.8775  17.8852  -1.7939
C  -29.2994  -3.7783  17.6424  -1.6919
H  -30.9658  -5.9712  16.7032  0.4474
H  -32.4648  -5.3479  17.2112  0.2340
H  -31.2869  -5.6394  18.3868  0.3476
H  -29.9678  -3.8813  15.1483  0.5000
H  -31.6200  -3.9995  15.0753  0.1155
H  -30.4746  -1.7949  14.2690  -0.2227
H  -29.7219  -1.5233  15.7997  0.4689
H  -32.6221  -1.7641  15.4673  -0.3784
H  -31.8174  -0.2626  15.7701  0.7071
H  -31.0903  0.4407  18.1413  0.4885
H  -30.8008  -0.7410  19.3470  0.3710
H  -29.7748  -0.7138  17.8920  0.3045
H  -33.2192  -0.5175  18.9140  0.4272
H  -33.5861  -0.1200  17.1993  0.3372
H  -33.9457  -1.6727  17.9867  0.3217
H  -28.5478  -4.3398  17.0876  0.3675
H  -29.1857  -4.0804  18.6835  0.4086
H  -29.0048  -2.7441  17.8210  0.2973
H  -32.6731  -3.3677  19.5131  0.3470
C  -38.4091  -0.6679  4.9803  -2.1316
C  -37.9858  -1.0792  6.3885  2.5685
C  -36.4836  -0.7400  6.4946  0.1450
C  -35.9614  -0.7434  7.9098  0.5117
C  -36.8241  0.2293  8.8092  -2.3613
C  -38.2817  -0.1386  8.8180  2.7095
N  -38.7762  -0.3210  7.4142  0.2465
O  -40.1250  -0.6058  7.3489  -0.4833
C  -38.5256  -1.3474  9.7225  -2.0592
C  -38.9188  1.1403  9.3945  -2.2454
C  -38.1447  -2.5716  6.5985  -1.8945
H  -38.7253  0.3748  4.9500  0.5164
H  -39.3046  -1.1897  4.6429  0.4927
H  -37.6953  -0.8643  4.1802  -0.0030
H  -35.7598  -1.4156  6.0387  -0.5504
H  -36.3317  0.2590  6.0860  0.2454
H  -34.9763  -0.2868  8.0054  -0.2174
H  -35.9380  -1.7275  8.3779  0.0637
H  -36.4896  1.2217  8.5068  0.2685
H  -36.5102  0.0236  9.8325  0.4738
H  -39.5747  -1.6274  9.6272  0.5712
H  -37.8015  -2.1534  9.6034  0.0150
H  -38.3770  -1.0566  10.7624  0.5298
H  -38.7748  1.3327  10.4577  0.3388
H  -38.6962  2.0129  8.7804  0.4233
H  -40.0017  1.0212  9.3583  0.5014
H  -39.2116  -2.7898  6.5517  0.7701
H  -37.8162  -2.9906  7.5496  0.1321
H  -37.6052  -3.2094  5.8982  -0.0104
H  -40.2071  -1.5459  7.5250  0.3716
C  -30.0519  4.3448  9.9977  -2.0146
C  -30.2866  3.2282  10.9751  2.4395
C  -29.9732  1.9387  10.1221  -0.6426
C  -29.8608  0.6506  10.9969  0.5720
C  -28.7328  0.8569  11.9605  -0.7587
C  -29.0407  2.0601  12.8719  1.1497
N  -29.3824  3.3062  12.1578  0.8706
O  -29.4887  4.3948  12.9428  -0.5028
C  -30.0084  1.6226  13.9730  -1.8484
C  -27.7163  2.2975  13.7205  -2.1603
C  -31.7964  3.1653  11.4949  -1.7947
H  -29.0076  4.6571  9.9846  0.4079
H  -30.5643  5.2452  10.3365  0.5020
H  -30.3713  4.1455  8.9748  0.0665
H  -30.8218  1.6533  9.5004  -0.4355
H  -29.1631  2.0854  9.4077  -0.1447
H  -29.5519  -0.1167  10.2871  -0.7478
H  -30.7399  0.3343  11.5583  0.3574
H  -27.8540  1.1784  11.4016  -0.2929
H  -28.5202  -0.1172  12.4009  0.7905
H  -29.5247  0.9968  14.7230  0.3767
H  -30.4799  2.4935  14.4283  0.5565
H  -30.8165  0.9673  13.6478  0.0588
H  -27.7670  3.1389  14.4116  0.4602
H  -27.3439  1.4244  14.2561  0.3760
H  -26.9226  2.5547  13.0191  0.5142
H  -31.8684  3.5571  12.5095  0.5056
H  -32.4196  2.2713  11.4708  0.1785
H  -32.4641  3.8005  10.9128  0.5847
H  -28.6316  4.8190  12.8591  0.3593
C  -20.8806  0.1231  8.6099  -1.4915
C  -21.5720  -0.9813  9.4809  1.2714
C  -21.1236  -0.7658  11.0345  -1.2132
C  -21.7841  0.3485  11.7414  -0.6725
C  -23.3080  0.2556  11.5478  -1.3547
C  -23.8273  0.1689  10.1259  2.3489
N  -23.0668  -0.8394  9.3594  0.4275
O  -23.5199  -1.1053  8.0778  -0.3141
C  -25.2674  -0.2608  10.1196  -2.3143
C  -23.7192  1.6337  9.5140  -1.9733
C  -21.0507  -2.3688  9.0669  -1.9542
H  -19.7921  0.1342  8.6656  0.3561
H  -21.3173  1.1098  8.7643  0.3008
H  -21.1907  -0.0976  7.5885  0.3533
H  -21.3137  -1.6894  11.5812  0.4230
H  -20.0442  -0.7318  11.1818  0.4288
H  -21.4567  1.3149  11.3580  0.3238
H  -21.6456  0.2975  12.8214  0.4332
H  -23.7600  1.0834  12.0942  0.3427
H  -23.6296  -0.6877  11.9892  0.4918
H  -25.7065  -0.0788  9.1387  -0.2956
H  -25.4058  -1.3235  10.3187  0.6427
H  -25.9665  0.1972  10.8193  0.4795
H  -24.5865  2.2622  9.7161  0.4470
H  -22.8038  2.2002  9.6849  0.3620
H  -23.7505  1.6329  8.4244  0.4904
H  -21.2056  -2.4574  7.9916  0.4271
H  -21.4791  -3.2194  9.5970  0.3869
H  -19.9763  -2.5096  9.1853  0.3963
H  -23.6824  -2.0511  8.0515  0.3183
C  -29.7128  3.9642  5.6391  -1.4309
C  -31.2777  3.6063  5.3400  1.3198
C  -31.2801  2.0908  5.1438  -1.0048
C  -32.6987  1.3989  5.0972  -0.4734
C  -33.4822  1.8814  6.3956  -0.2973
C  -33.4530  3.4326  6.7723  1.6066
N  -32.1042  4.0076  6.5093  1.1465
O  -31.8809  5.2821  6.8477  -0.4881
C  -34.5963  4.1714  6.0606  -1.9212
C  -33.6887  3.4522  8.2932  -1.4025
C  -31.7186  4.2425  3.9779  -1.7982
H  -29.3881  3.6120  6.6182  0.0030
H  -29.6322  5.0491  5.5699  0.4848
H  -29.0305  3.6224  4.8609  0.4058
H  -30.5011  1.8183  4.4317  0.8009
H  -30.8394  1.6326  6.0292  -0.5941
H  -32.5141  0.3303  4.9862  -0.0156
H  -33.3706  1.7007  4.2937  0.5831
H  -33.1651  1.3113  7.2688  -0.2054
H  -34.5070  1.6350  6.1177  0.1338
H  -34.4449  5.2447  6.1750  0.4140
H  -34.6877  3.9918  4.9894  0.3736
H  -35.5574  3.9206  6.5096  0.4011
H  -33.7570  4.4548  8.7154  0.6007
H  -34.6051  2.9155  8.5386  0.0250
H  -32.8750  2.9772  8.8412  -0.1188
H  -30.9856  3.8799  3.2573  0.4499
H  -31.7626  5.3187  4.1449  0.3996
H  -32.7486  4.0052  3.7116  0.2769
H  -32.4093  5.7367  6.1876  0.2896
C  -33.2252  -4.3383  2.7042  -2.5519
C  -34.4981  -3.4098  2.7338  2.0000
C  -33.9137  -1.9809  3.0492  -1.1603
C  -34.9888  -0.8324  2.8368  1.2906
C  -35.5427  -0.9526  1.4050  -1.8478
C  -36.0660  -2.3369  1.0078  1.8480
N  -35.1205  -3.3915  1.4148  0.5591
O  -35.4433  -4.7078  0.9623  -0.4558
C  -37.5007  -2.7307  1.5167  -1.5376
C  -36.2364  -2.2900  -0.5132  -2.1690
C  -35.4111  -3.8781  3.9593  -0.5113
H  -33.5568  -5.3766  2.7048  0.5380
H  -32.5308  -4.1206  3.5157  0.2531
H  -32.7160  -4.2647  1.7433  0.6032
H  -33.7001  -1.9676  4.1180  -0.0857
H  -33.0242  -1.8305  2.4375  0.6259
H  -34.5493  0.1497  3.0115  0.0980
H  -35.7156  -0.9417  3.6418  -0.9448
H  -34.8388  -0.5377  0.6836  0.3148
H  -36.4137  -0.3007  1.4721  0.6091
H  -37.8139  -3.7622  1.3555  0.3746
H  -37.6517  -2.6600  2.5939  0.0633
H  -38.2726  -2.1555  1.0055  0.4683
H  -36.6489  -1.3220  -0.7979  0.4311
H  -35.3267  -2.3791  -1.1071  0.4753
H  -36.8508  -3.0833  -0.9390  0.4021
H  -35.9992  -4.7543  3.6860  0.5837
H  -36.1237  -3.0990  4.2298  -0.5389
H  -34.8577  -4.0714  4.8782  -0.0600
H  -34.7975  -4.8349  0.2634  0.3364
C  -31.9071  -3.5939  7.5133  -0.5658
C  -31.3620  -2.3555  8.1429  2.2334
C  -31.9822  -1.9195  9.5258  -0.7949
C  -31.7167  -2.8852  10.7202  -0.0192
C  -30.1634  -3.0614  10.8558  -1.7847
C  -29.3561  -3.3147  9.5244  2.3412
N  -29.9171  -2.4897  8.3988  2.0668
O  -29.0972  -2.5361  7.2739  -0.6523
C  -27.9006  -2.9056  9.9016  -1.9090
C  -29.3114  -4.7851  9.1991  -1.5177
C  -31.5035  -1.1470  7.2136  -1.0881
H  -32.9758  -3.5694  7.3002  -0.0335
H  -31.7801  -4.4847  8.1285  -0.7893
H  -31.4603  -3.6797  6.5227  0.3799
H  -31.7057  -0.9166  9.8509  -0.1976
H  -33.0619  -1.9134  9.3769  0.0743
H  -32.2503  -3.8216  10.5575  -0.6642
H  -32.1515  -2.5266  11.6531  0.7203
H  -30.0613  -3.9690  11.4508  0.7094
H  -29.7234  -2.3469  11.5514  -0.1328
H  -27.2729  -3.0986  9.0316  0.4835
H  -27.8447  -1.8314  10.0778  -0.2367
H  -27.5329  -3.3559  10.8236  0.7036
H  -28.4770  -5.2503  9.7240  0.4459
H  -30.2630  -5.2731  9.4098  0.2824
H  -29.2820  -4.9768  8.1265  -0.2953
H  -31.5056  -0.2474  7.8292  -0.4135
H  -32.3844  -1.2561  6.5809  -0.2141
H  -30.7433  -0.9889  6.4486  0.6295
H  -28.6682  -1.6804  7.3475  -0.0987
C  -33.7717  -6.6897  9.1107  -0.8482
C  -35.3088  -6.7232  9.2202  2.5009
C  -35.8636  -5.6770  8.2085  -1.0547
C  -35.9533  -6.2064  6.7207  1.3666
C  -36.6644  -7.5789  6.6452  -1.7675
C  -36.0606  -8.6771  7.6256  1.7950
N  -35.9283  -8.0774  8.9862  0.5295
O  -35.6317  -8.9754  9.9759  -0.4847
C  -37.0658  -9.8484  7.6626  -2.2797
C  -34.7272  -9.1846  7.0480  -1.3910
C  -35.7663  -6.2141  10.6362  -2.8359
H  -33.3407  -6.6191  8.1120  -0.1581
H  -33.4500  -7.6187  9.5813  0.7165
H  -33.2685  -5.8787  9.6371  -0.3789
H  -36.8321  -5.3133  8.5516  0.7025
H  -35.1106  -4.8893  8.1839  -0.3614
H  -34.9218  -6.3946  6.4228  -0.6122
H  -36.3929  -5.4444  6.0771  -0.0266
H  -36.5541  -7.8644  5.5991  0.4577
H  -37.7403  -7.5546  6.8180  0.3165
H  -36.6667  -10.6570  8.2750  0.3980
H  -37.9595  -9.4692  8.1584  0.5008
H  -37.4277  -10.3048  6.7413  0.3439
H  -33.9605  -8.4173  7.1556  -0.0612
H  -34.4767  -10.0820  7.6138  0.4681
H  -34.7565  -9.4258  5.9854  0.4005
H  -35.2553  -5.2647  10.7966  -0.0444
H  -35.3001  -6.8076  11.4226  0.5488
H  -36.8522  -6.1503  10.7058  0.7128
H  -36.4891  -9.0231  10.4051  0.3573
O  -24.3145  -4.0346  7.7226  -0.5873
H  -25.2214  -4.1885  7.4581  0.3722
H  -23.7920  -4.3640  6.9914  0.2772
O  -26.9632  -4.1563  6.6944  -0.8660
H  -27.6106  -4.8310  6.8993  0.2803
H  -27.4149  -3.3301  6.8666  0.4204

Force components x, y, z for each atom (eV/Å):
C -0.278 -1.116 0.756
C -0.059 0.387 -0.154
C 0.010 0.472 0.427
O -0.323 -0.172 -0.434
H -0.220 0.173 0.263
H 0.524 0.568 0.046
H 0.344 0.213 -0.719
H 0.371 0.397 -0.051
H -0.443 -0.047 0.077
H -0.182 -0.410 -0.133
H 0.213 0.039 0.131
H -0.063 -0.502 -0.120
C -0.229 -1.008 -0.082
C -0.255 0.747 -1.834
C -0.031 0.618 -0.514
C 1.324 -1.184 0.274
C -1.223 2.358 0.500
C -1.422 1.032 -1.995
N 1.277 0.854 0.776
O -1.163 -0.308 0.341
C -0.530 0.210 -0.555
C 0.742 -1.070 0.400
C -0.453 -0.878 0.990
H -0.210 0.680 0.340
H 0.840 -0.205 -0.029
H -0.282 0.126 0.377
H 0.297 -0.336 0.142
H 0.383 0.290 -0.751
H -0.076 0.173 0.078
H -0.464 -0.608 0.521
H 0.295 -0.768 0.073
H 0.034 0.105 0.126
H 0.255 -0.267 0.352
H 0.012 -0.235 -0.024
H 0.331 -0.753 -0.005
H 0.411 0.418 0.129
H 0.200 0.074 0.006
H -0.123 -0.201 -0.006
H -0.198 -0.052 0.136
H -0.171 0.046 -0.054
H 0.248 0.182 -0.041
H 0.115 0.035 0.396
C 0.530 1.606 0.957
C 1.096 -0.961 -1.201
C -0.776 1.259 1.117
C -1.073 -0.633 -1.583
C -0.132 0.630 0.256
C -1.760 0.120 0.056
N -0.272 -3.702 0.016
O 0.175 1.890 -0.156
C 0.641 0.523 -0.182
C -0.715 0.490 0.742
C 0.553 -1.546 0.520
H 0.301 -0.910 0.188
H -0.230 -0.645 0.380
H 0.380 0.647 0.390
H -0.223 -0.147 -0.049
H 0.448 0.203 0.017
H 0.094 -0.180 -0.148
H 0.288 0.595 -0.015
H -0.165 -0.377 0.156
H 0.751 0.077 -0.281
H 0.100 -0.504 0.221
H -0.222 -0.335 0.416
H -0.127 0.108 -0.784
H 0.403 0.148 -0.503
H 0.236 -0.148 0.217
H 0.505 0.045 -0.025
H 0.213 -0.279 0.144
H -0.337 0.766 -0.096
H -0.450 -0.027 -0.860
H -0.220 1.337 -0.025
C 0.177 -0.557 -0.078
C -0.415 -1.093 -0.711
C 2.691 -0.686 0.425
C -1.599 0.805 1.126
C 0.454 0.465 -0.801
C 0.971 0.293 -1.242
N -0.639 0.775 -1.257
O 0.753 0.133 0.321
C -0.238 0.180 -0.210
C -0.950 -1.065 1.746
C -0.733 0.931 1.513
H 0.469 0.091 -0.067
H -0.190 0.777 -0.303
H 0.471 0.308 0.146
H 0.338 -1.003 0.520
H -0.716 0.788 0.302
H -0.412 -0.010 -0.112
H 0.584 -0.847 0.094
H -0.648 0.010 0.599
H 0.032 0.226 0.219
H 0.127 0.133 -0.247
H 0.018 -0.396 -0.038
H -0.038 -0.098 -0.009
H 0.169 0.603 0.003
H 0.336 -0.039 0.052
H -0.216 -0.170 -0.622
H -0.438 0.144 -0.428
H -0.459 -0.726 0.113
H 0.298 0.228 -0.910
H -0.168 -0.135 -0.215
C -1.379 -0.033 -0.340
C 1.189 -0.335 0.376
C 0.514 0.544 1.126
C -0.922 1.591 1.785
C 1.961 -2.455 -0.677
C -0.020 1.078 -0.473
N 1.927 1.213 -0.229
O -0.466 0.028 -0.140
C 0.016 0.577 0.445
C -1.981 -0.456 -0.243
C -0.507 -0.976 0.219
H 0.428 0.177 0.133
H -0.193 -0.270 0.220
H 0.384 0.037 0.395
H -0.751 -0.307 -1.095
H 0.072 0.114 -0.156
H 0.381 -0.467 -0.442
H 0.047 -0.199 -0.221
H -0.826 0.285 0.089
H 0.273 0.521 0.183
H 0.109 -0.522 0.003
H -0.349 -0.206 -0.461
H -0.136 0.193 0.109
H 0.805 -0.152 -0.064
H 0.232 -0.091 0.121
H -0.289 0.051 -0.229
H -0.055 -0.478 -0.340
H 0.132 0.605 0.343
H -0.234 0.296 -0.563
H -0.313 -0.473 0.207
C -0.053 1.811 0.547
C -1.164 -1.887 0.251
C -1.541 -1.022 1.728
C 1.532 0.862 -1.254
C -0.021 1.135 -0.741
C 1.381 -0.794 2.933
N 1.346 -3.507 -3.084
O -0.754 1.310 1.098
C -1.275 -0.209 -0.039
C 0.204 0.709 -1.348
C -0.211 0.980 -0.388
H 0.244 -0.404 -0.100
H -0.231 0.144 -0.119
H -0.182 -0.235 0.126
H -0.444 0.932 -0.319
H 0.446 -0.100 0.515
H -0.347 -0.493 0.099
H -0.385 0.271 -0.439
H 0.230 -0.293 -0.232
H 0.205 0.401 0.978
H 0.292 0.347 0.147
H 0.132 -0.026 0.277
H -0.311 0.162 -0.474
H -0.375 -0.114 0.136
H -0.484 -0.155 -0.027
H 0.207 0.105 -0.198
H 0.210 0.004 0.055
H 0.926 -0.852 0.033
H 0.340 0.546 -0.230
H 0.046 0.314 0.054
C -0.894 -0.727 -0.358
C 0.941 1.681 1.783
C -0.047 -1.553 -1.171
C -1.569 0.770 -0.274
C 0.477 -0.897 0.407
C 0.939 1.870 -1.145
N 1.554 -1.301 2.340
O -0.014 0.998 -0.763
C -1.324 -0.483 -0.483
C -0.400 -0.308 -1.078
C -0.290 0.203 -0.618
H -0.067 -0.008 0.136
H 0.354 -0.045 0.485
H 0.298 -0.094 -0.279
H -0.656 -0.299 -0.100
H 0.290 0.391 -0.835
H 0.237 0.142 0.170
H 0.450 0.162 -0.014
H -0.381 -0.033 -0.211
H -0.057 -0.065 0.511
H 0.112 -0.091 -0.054
H 0.473 -0.196 -0.085
H 0.527 0.636 0.288
H -0.021 -0.023 0.737
H -0.031 -0.197 0.714
H -0.020 -0.630 -0.328
H -0.236 -0.372 -0.070
H -0.507 0.229 -0.020
H 0.156 0.621 0.241
H -0.378 -0.592 0.111
C -1.961 0.801 -0.624
C 0.972 -0.514 -0.255
C -0.909 -0.745 1.100
C 0.860 2.039 0.655
C 0.709 -0.064 -1.192
C 0.543 -0.961 -0.250
N 1.062 -4.498 -0.658
O -0.700 1.920 0.308
C 0.171 0.279 0.008
C 0.058 0.296 0.101
C 0.082 0.117 1.701
H -0.182 -0.011 -0.031
H 0.108 0.097 0.457
H -0.274 -0.515 -0.084
H -0.613 0.010 -0.844
H 0.022 0.125 0.579
H -0.468 -0.068 0.454
H 0.508 0.114 -0.535
H -0.031 -0.028 -0.052
H -0.277 0.003 0.722
H -0.193 0.190 0.116
H 0.243 -0.265 -0.040
H 0.011 0.017 0.072
H -0.137 0.187 -0.233
H -0.132 0.010 -0.043
H 0.114 -0.167 -0.308
H -0.279 0.586 -0.369
H 0.609 0.275 -0.601
H 0.149 -0.571 -0.117
H -0.039 1.288 -0.032
C -1.351 -0.194 -0.713
C 1.008 0.147 1.424
C -1.964 0.430 -0.072
C 1.608 -1.738 -0.322
C -0.960 0.397 1.957
C -1.162 -1.776 -0.246
N 1.427 0.570 -0.165
O -0.419 0.747 0.345
C -0.234 0.530 0.562
C 0.413 -0.266 -0.931
C 0.034 0.637 -1.136
H 0.108 -0.124 0.498
H -0.170 -0.079 0.058
H 0.182 0.499 -0.003
H 0.592 -0.164 0.003
H 0.033 0.150 0.097
H 0.172 0.015 -0.206
H -0.374 -0.124 -0.370
H 0.036 -0.278 -0.042
H -0.220 0.167 -0.803
H 0.768 -0.223 -0.585
H 0.206 0.595 0.145
H 0.030 0.364 0.143
H -0.304 -0.058 0.069
H 0.555 0.138 0.441
H -0.354 0.013 0.397
H 0.151 -0.152 -0.010
H -0.092 0.152 -0.173
H 0.388 -0.167 -0.214
H 0.036 -0.162 -0.128
C -1.010 -0.655 -0.375
C 1.447 1.245 1.072
C -0.861 -1.371 0.360
C 1.169 0.604 -1.259
C -1.305 -1.360 0.081
C -0.300 1.104 1.004
N 0.543 0.510 2.810
O -0.213 -0.218 -0.213
C -0.606 1.013 -1.183
C -0.827 -0.760 -0.456
C -0.304 0.176 -0.416
H -0.305 0.382 0.155
H 0.332 -0.017 -0.156
H 0.375 -0.419 0.064
H 0.331 -0.016 -0.511
H -0.256 0.224 -0.161
H 0.314 -0.339 -0.235
H 0.124 0.389 -0.009
H 0.302 -0.389 -0.058
H 0.011 0.736 -0.650
H 0.428 -0.262 0.362
H -0.160 0.232 -0.029
H -0.138 -0.471 -0.267
H -0.223 -0.340 -0.137
H 0.008 -0.179 0.684
H 0.688 0.219 -0.191
H -0.315 0.151 -0.250
H -0.555 0.294 0.470
H 0.507 -0.500 0.287
H 0.343 0.205 -0.664
C 0.250 -0.876 0.612
C -0.693 0.486 -0.274
C 0.063 -1.120 -1.203
C -0.087 -0.690 2.187
C 0.464 0.231 0.493
C 0.007 0.675 -1.644
N -0.987 2.372 -2.120
O 0.365 -0.874 0.696
C -0.157 0.304 1.131
C 0.014 0.184 0.476
C 1.526 -0.510 -0.800
H -0.427 -0.282 -0.262
H 0.492 -0.071 -0.085
H -0.445 0.231 0.380
H -0.027 0.139 -0.083
H -0.319 0.448 0.273
H 0.112 0.220 -0.390
H -0.010 -0.166 -0.032
H 0.046 -0.664 0.053
H -0.072 0.456 0.233
H 0.009 -0.034 0.050
H -0.172 -0.074 0.164
H 0.574 0.458 -0.419
H 0.143 -0.199 0.132
H 0.484 0.025 -0.073
H -0.366 -0.151 0.006
H -0.564 0.465 -0.219
H -0.463 -0.488 0.074
H 0.191 -0.001 0.116
H 0.121 -0.434 0.523
O 0.788 0.303 0.416
H -0.890 0.011 -0.283
H 0.157 -0.096 -0.150
O 0.897 -0.527 -0.232
H -0.159 -0.110 0.059
H -0.386 0.362 -0.033

Properties
Maximum force: 4.86 eV/Å
HOMO-LUMO gap: 8.11 eV
Spin multiplicity: 1